# 1
{"formula": "C3H3Cl2F", "method": "wB97M-V/def2-TZVPD", "species": ["H", "C", "F", "C", "H", "H", "C", "Cl", "Cl"], "positions_angstrom": [[1.326, 0.405, 0.749], [-0.752, 0.831, 0.822], [-0.677, -0.222, -1.804], [0.412, -0.162, -1.059], [-1.705, 0.767, 0.327], [-0.734, 1.217, 1.823], [0.381, 0.385, 0.229], [-0.064, -2.563, 0.752], [1.812, -0.657, -1.838]], "atomic_forces_ev_per_a": [[0.05, -0.05, -0.01], [0.24, -0.16, -0.48], [0.91, 0.20, 0.61], [-0.93, -1.33, -0.05], [-0.16, 0.00, -0.11], [0.08, 0.09, 0.20], [-0.14, 0.43, 0.37], [0.17, 0.60, -0.57], [-0.23, 0.21, 0.04]], "de_lowest_kcal_mol": 54.72, "homo_energy_ev": [-9.291, -8.291], "e_tot_ev": -30918.942}

# 2
{"formula": "C3H3Cl2NO", "method": "wB97M-V/def2-TZVPD", "species": ["C", "C", "H", "N", "Cl", "O", "H", "C", "Cl", "H"], "positions_angstrom": [[-0.866, -0.404, -0.299], [0.759, 3.011, -0.090], [-0.244, -1.229, -0.137], [-0.451, 0.506, -1.063], [0.751, 0.166, -2.247], [-0.314, 3.102, 0.358], [-1.676, -0.262, 0.388], [1.859, 2.987, -0.817], [2.901, 1.680, -0.848], [2.291, 3.902, -1.101]], "atomic_forces_ev_per_a": [[1.47, 0.51, 0.01], [-1.54, 0.35, -0.42], [0.43, -2.01, -0.10], [-1.53, 1.09, -0.82], [-0.51, -0.79, 0.31], [1.20, -0.08, 0.09], [-0.44, 0.63, 0.09], [-0.71, 0.27, 0.92], [1.50, -1.11, 0.35], [0.12, 1.13, -0.43]], "de_lowest_kcal_mol": 75.56, "smiles": "O=C=CCl.C=NCl", "homo_energy_ev": -8.761, "e_tot_ev": -31738.424}

# 3
{"formula": "C3H3Cl3O", "method": "wB97M-V/def2-TZVPD", "species": ["H", "H", "Cl", "Cl", "O", "C", "C", "C", "Cl", "H"], "positions_angstrom": [[-0.741, 0.563, -0.292], [0.763, -0.324, -0.794], [-2.820, 1.128, -1.413], [-4.411, -0.999, -0.401], [-0.934, -2.569, 0.491], [-3.021, 0.002, -0.056], [-0.756, -1.496, 0.128], [-0.116, -0.197, -0.045], [-3.249, 0.820, 1.530], [0.182, 0.063, 0.964]], "atomic_forces_ev_per_a": [[-1.92, 1.75, -1.41], [-1.17, 0.39, 1.45], [0.11, 0.43, 0.23], [-0.42, -0.32, 0.07], [0.68, 1.09, -0.86], [1.01, -1.46, 0.31], [-2.83, 0.81, 0.83], [3.71, -2.70, -0.48], [0.09, 0.16, -0.48], [0.72, -0.17, 0.34]], "de_lowest_kcal_mol": 76.88, "homo_energy_ev": -7.489, "e_tot_ev": -42770.648}

# 4
{"formula": "C3H3Cl3Si", "method": "wB97M-V/def2-TZVPD", "species": ["Si", "H", "Cl", "H", "H", "C", "Cl", "C", "Cl", "C"], "positions_angstrom": [[-1.049, 0.949, -0.959], [0.885, -0.618, -1.692], [-1.882, 0.797, -2.801], [1.940, -0.497, 2.410], [0.696, -1.877, 2.066], [1.234, -0.973, 1.763], [-2.292, 0.033, 0.346], [0.836, -0.545, 0.400], [-0.731, 2.932, -0.649], [0.364, -0.200, -0.884]], "atomic_forces_ev_per_a": [[-0.14, -0.56, -0.23], [0.66, -0.39, -1.17], [-0.11, 0.05, -0.36], [0.27, 0.39, -0.17], [0.30, 0.40, 0.08], [-2.94, 1.07, -6.93], [-0.73, 0.46, 0.49], [0.74, -0.63, 2.29], [0.04, -0.20, 0.25], [1.90, -0.58, 5.75]], "de_lowest_kcal_mol": 15.20, "smiles": "C=C=C[Si](Cl)(Cl)Cl", "homo_energy_ev": -9.812, "e_tot_ev": -48606.272}

# 5
{"formula": "C3H3Cl9", "method": "wB97M-V/def2-TZVPD", "species": ["C", "Cl", "Cl", "Cl", "Cl", "C", "H", "H", "Cl", "Cl", "Cl", "Cl", "Cl", "C", "H"], "positions_angstrom": [[-3.990, 0.296, 2.566], [2.718, 1.831, -2.190], [-2.667, 0.913, 1.572], [1.041, -2.021, -0.562], [-5.289, -0.468, 1.596], [3.469, 0.279, -2.562], [-4.417, 1.126, 3.129], [2.865, -0.491, -2.082], [3.231, -0.118, -4.276], [-0.367, 0.380, -1.084], [1.677, 0.317, 1.045], [5.190, 0.188, -2.081], [-3.345, -0.829, 3.778], [0.326, -0.545, 0.221], [-0.442, -0.857, 0.929]], "atomic_forces_ev_per_a": [[-0.18, -0.16, 0.28], [0.40, 0.02, 0.02], [-0.30, -0.02, -0.09], [-0.33, 0.20, 0.59], [0.62, 0.35, 0.33], [-0.37, -0.42, -0.23], [0.01, -0.15, -0.34], [0.56, 0.21, 0.47], [0.33, 0.17, -0.10], [-0.30, 0.46, 0.18], [-0.92, -0.26, -0.20], [-0.88, 0.08, -0.17], [-0.15, -0.01, -0.18], [1.22, -0.63, -0.48], [0.29, 0.16, -0.07]], "de_lowest_kcal_mol": 6.19, "smiles": "ClC(Cl)Cl.ClC(Cl)Cl.ClC(Cl)Cl", "homo_energy_ev": -11.020, "e_tot_ev": -115861.066}

# 6
{"formula": "C3H3ClF2", "method": "wB97M-V/def2-TZVPD", "species": ["H", "H", "F", "C", "Cl", "C", "H", "F", "C"], "positions_angstrom": [[0.065, -0.201, -1.430], [-0.270, -1.227, 1.387], [-1.521, 1.389, -0.198], [-0.498, 0.765, 0.422], [2.032, -0.044, -0.026], [0.368, -0.061, -0.428], [-0.202, 1.400, 1.241], [-1.753, -1.267, -0.183], [-0.649, -0.755, 0.453]], "atomic_forces_ev_per_a": [[0.15, 0.38, -1.20], [-0.76, -0.15, -0.97], [-0.75, 0.54, -0.73], [-1.47, -0.37, -0.21], [0.95, -0.35, -0.05], [-0.63, -0.45, 0.87], [0.70, -0.49, 0.33], [0.85, 0.11, 0.58], [0.94, 0.78, 1.37]], "de_lowest_kcal_mol": 28.98, "smiles": "F[C@@H]1[C@H](F)[C@H]1Cl", "homo_energy_ev": -10.558, "e_tot_ev": -21115.299}

# 7
{"formula": "C3H3ClF2", "method": "wB97M-V/def2-TZVPD", "species": ["C", "F", "C", "C", "Cl", "H", "H", "F", "H"], "positions_angstrom": [[0.269, 0.433, -0.301], [0.236, 1.713, -0.459], [-1.083, -0.024, 0.548], [1.425, -0.192, -0.438], [-2.386, -0.499, -0.586], [2.266, -0.019, -0.952], [-1.020, -0.963, 1.379], [1.430, -1.589, -0.296], [-1.137, 1.142, 1.104]], "atomic_forces_ev_per_a": [[-1.50, -2.75, 2.98], [-0.14, 2.45, -0.83], [2.50, 1.29, 1.61], [-3.15, -3.81, 0.60], [0.29, 0.60, 0.51], [2.95, 1.85, -1.51], [0.36, 2.98, -2.49], [-0.36, 1.14, 0.47], [-0.94, -3.75, -1.34]], "de_lowest_kcal_mol": 59.30, "smiles": "F/C=C(/F)CCl", "homo_energy_ev": -10.058, "e_tot_ev": -21113.985}

# 8
{"formula": "C3H3ClF2", "method": "wB97M-V/def2-TZVPD", "species": ["H", "H", "C", "F", "Cl", "C", "C", "F", "H"], "positions_angstrom": [[-1.310, -0.803, 1.799], [2.030, -0.742, 0.410], [2.013, -0.850, -0.620], [-0.870, 1.574, -0.657], [-3.152, 1.490, 0.313], [-1.040, -0.113, 0.951], [-1.492, 0.927, 0.288], [2.426, 0.159, -1.364], [1.395, -1.643, -1.121]], "atomic_forces_ev_per_a": [[0.32, 1.11, -1.37], [0.23, 0.44, 1.70], [-1.26, -1.77, -1.84], [1.05, 0.43, -0.57], [0.19, -0.17, 0.42], [-0.40, -0.05, 0.87], [-1.03, -1.36, 0.56], [0.08, 0.29, -0.17], [0.82, 1.09, 0.39]], "de_lowest_kcal_mol": 122.25, "homo_energy_ev": [-10.187, -8.481], "e_tot_ev": -21111.255}